Arrangement i

C2H5NO2 | the ωB97M-V functional and the def2-TZVPD basis

Structure (XYZ):
```
10
C2H5NO2, DFT the ωB97M-V functional and the def2-TZVPD basis
C 1.7902 -0.4129 0.0138
C 0.4270 0.0961 0.0079
O 0.2144 1.3081 0.0122
N -0.6279 -0.7487 -0.1175
O -1.8624 -0.1295 0.0456
H 2.1705 -0.2524 0.9966
H 2.4185 0.2223 -0.7042
H 1.8087 -1.4844 -0.2825
H -0.5088 -1.6543 0.3438
H -1.6130 0.8811 -0.1242
```

The SMILES is CC(=O)NO. The lowest unoccupied orbital energy is 0.8 eV. For the HOMO-LUMO gap, the calculation gives 10.3468 eV. The HOMO energy is -9.53 eV.

---

Arrangement ii

C2H5NO2 | the ωB97M-V functional and the def2-TZVPD basis

Structure (XYZ):
```
10
C2H5NO2, DFT the ωB97M-V functional and the def2-TZVPD basis
C 1.2689 0.3537 1.1793
O 0.2227 -0.5834 0.9310
N -0.8520 0.0522 0.3413
C -0.8735 0.1030 -1.0334
O 0.0959 -0.0399 -1.7354
H 2.0742 -0.2365 1.6220
H 0.9562 1.1354 1.8861
H 1.6038 0.8082 0.2425
H -1.7150 -0.2019 0.8129
H -1.8758 0.3753 -1.3925
```

The SMILES is CONC=O. The lowest unoccupied orbital energy is 0.9 eV. For the HOMO-LUMO gap, the calculation gives 10.8668 eV. The HOMO energy is -9.97 eV.

---

Arrangement iii

C2H5NO2 | the ωB97M-V functional and the def2-TZVPD basis

Structure (XYZ):
```
10
C2H5NO2, DFT the ωB97M-V functional and the def2-TZVPD basis
C 1.4674 0.3753 -0.1505
C 0.7055 -0.6952 -0.2144
N -0.1013 -1.5432 -0.3084
H 2.4059 0.3079 0.3868
H 1.4871 1.0462 -1.0030
H 0.1231 -2.4480 0.1163
O -1.2591 1.4050 0.0518
O -2.3002 0.4746 0.4657
H -0.5071 1.3480 0.7645
H -2.0213 -0.2707 -0.1087
```

The SMILES is C=C=N.OO. The lowest unoccupied orbital energy is 0.3 eV. For the HOMO-LUMO gap, the calculation gives 9.0142 eV. The HOMO energy is -8.75 eV.

---

Arrangement iv

C2H5NO2 | the ωB97M-V functional and the def2-TZVPD basis

Structure (XYZ):
```
10
C2H5NO2, DFT the ωB97M-V functional and the def2-TZVPD basis
H 0.5771 1.8251 -0.0380
N -0.1139 1.2030 -0.6995
C -1.2383 0.5906 -0.2672
O -2.0965 -0.4288 -0.6805
H -1.4936 1.0221 0.6830
H -2.5356 -0.8175 -1.4514
C 1.7766 -0.7868 0.6146
O 1.8715 0.0145 -0.2099
H 0.8313 -0.9099 1.3286
H 2.4214 -1.7121 0.7203
```

The SMILES is [H]/N=C/O.C=O. The lowest unoccupied orbital energy is 0.7 eV. For the HOMO-LUMO gap, the calculation gives 9.7766 eV. The HOMO energy is -9.09 eV.

---

The least stable of the structures above is arrangement iii, whereas arrangement i is the most stable.